Record 1
The following is a quantum chemistry calculation of C24H43ClIrP2 as an isolated structure, from the Open Molecules 2025 dataset.

The calculation puts the energy above the lowest of the compared OMol25 structures with the same formula, charge and spin at 4.3038 eV. For the HOMO energy (spin up / spin down), the calculation gives -12.062 / -13.477 eV.

```
! RIJCOSX wB97M-V def2-TZVPD def2/J DEFGRID3
* xyz 2 6
Ir 1.909 -0.674 1.353
C -1.518 -0.971 3.024
C -1.276 -2.243 2.415
C 0.829 -1.269 2.879
C -0.311 -0.307 3.244
C 0.084 -2.458 2.323
C -2.884 -0.429 3.336
H -3.593 -0.630 2.517
H -2.851 0.661 3.476
H -3.357 -0.865 4.231
C -0.161 0.884 4.096
H -1.053 1.519 4.024
H 0.697 1.445 3.704
H 0.001 0.707 5.173
C 1.823 -1.585 3.971
H 1.481 -2.488 4.490
H 1.846 -0.754 4.678
H 2.812 -1.768 3.524
C 0.712 -3.751 2.030
H 0.592 -4.439 2.885
H 1.780 -3.644 1.815
H 0.232 -4.230 1.165
C -2.331 -3.246 2.140
H -2.474 -3.960 2.966
H -2.080 -3.814 1.243
H -3.289 -2.758 1.960
C -1.103 2.402 0.581
C -2.292 1.840 0.336
C -2.447 0.397 0.037
C -1.331 -0.277 -0.827
C 0.078 -0.479 -0.439
C 1.154 0.461 -0.396
C 1.213 1.972 -0.606
C -0.059 2.847 -0.393
H -3.391 0.266 -0.493
H -1.281 0.282 -1.786
H -2.506 -0.112 0.981
H -0.573 3.018 -1.352
H -0.758 2.397 1.626
H -3.202 2.425 0.555
H 0.270 3.844 -0.055
H 1.932 2.312 0.147
H 2.109 0.042 -0.854
H 1.762 2.195 -1.563
H -1.689 -1.301 -1.005
H 0.441 -1.521 -0.603
P -0.573 1.610 -3.217
C -0.749 3.352 -3.782
C -1.782 0.778 -4.315
P 1.779 -0.374 -2.958
C 1.053 1.061 -3.893
C 1.028 -1.799 -3.834
C 3.520 -0.245 -3.461
H 0.089 3.959 -3.417
H -1.686 3.765 -3.380
H -0.778 3.399 -4.878
H -1.615 1.081 -5.351
H -2.793 1.081 -4.017
H -1.708 -0.311 -4.242
H 3.634 0.065 -4.498
H 3.997 -1.217 -3.314
H 4.016 0.496 -2.816
H 1.734 1.923 -3.844
H 0.897 0.819 -4.958
H 1.701 -2.652 -3.695
H 0.891 -1.621 -4.897
H 0.056 -2.027 -3.380
Cl 1.956 2.458 2.265
C 2.809 0.860 2.228
H 3.782 0.997 1.799
H 2.791 0.596 3.299
*
```

Here are the Löwdin charges for atoms 1 to 6, given in e:
1 Ir 1.015
2 C -0.140
3 C -0.160
4 C -0.487
5 C -0.099
6 C -0.197

Record 2
The following is a quantum chemistry calculation of an isolated molecule of C3H6N2O, from the Open Molecules 2025 dataset.

The calculation puts the energy above the lowest of the compared OMol25 structures with the same formula, charge and spin at 1.6653 eV. For the HOMO energy, the calculation gives -10.309 eV.

```
! RIJCOSX wB97M-V def2-TZVPD def2/J DEFGRID3
* xyz 0 1
N 2.496 0.394 -1.717
C 1.709 0.526 -0.880
C 0.625 0.608 0.122
O 1.015 -0.064 1.292
C -0.670 0.009 -0.541
N -1.529 -0.754 0.331
H 0.461 1.663 0.376
H 0.384 -0.785 1.410
H -0.376 -0.623 -1.386
H -1.249 0.835 -0.966
H -1.157 -1.642 0.635
H -1.897 -0.243 1.121
*
```

Here are the Löwdin charges for atoms 1 to 6, given in e:
1 N 0.156
2 C -0.167
3 C -0.364
4 O -0.019
5 C -0.214
6 N 0.003

Record 3
The following is a quantum chemistry calculation of a 2-piece molecular cluster, C3H12NO overall, from the Open Molecules 2025 dataset.

The calculation puts the energy above the lowest of the compared OMol25 structures with the same formula, charge and spin at 0.9932 eV. For the HOMO energy, the calculation gives -15.449 eV.

```
! RIJCOSX wB97M-V def2-TZVPD def2/J DEFGRID3
* xyz 1 1
N -1.179 1.810 1.279
H -0.815 2.551 0.675
H -2.074 2.015 1.680
H -1.339 0.909 0.700
H -0.473 1.599 1.970
C -0.168 -1.176 0.100
O -1.573 -0.553 0.357
C 0.521 -0.168 -0.837
C 1.903 -0.667 -1.300
H 0.232 -1.291 1.130
H -0.320 -2.158 -0.410
H -2.023 -1.235 0.885
H -0.123 0.059 -1.660
H 0.667 0.789 -0.266
H 1.786 -1.560 -1.960
H 2.475 0.035 -1.941
H 2.505 -0.959 -0.401
*
```

Here are the Löwdin charges for atoms 1 to 6, given in e:
1 N 0.283
2 H 0.151
3 H 0.139
4 H 0.067
5 H 0.143
6 C -0.132

Record 4
The following is a quantum chemistry calculation of a 2-piece molecular cluster, C2H7S2 overall, from the Open Molecules 2025 dataset.

The calculation puts the energy above the lowest of the compared OMol25 structures with the same formula, charge and spin at 0.4071 eV. For the HOMO energy, the calculation gives -2.667 eV.

```
! RIJCOSX wB97M-V def2-TZVPD def2/J DEFGRID3
* xyz -1 1
S 2.108 -1.785 -0.734
H 2.778 -0.976 0.080
C -1.972 -0.001 -0.485
S -1.296 1.398 0.449
C 0.106 0.587 1.294
H -2.974 -0.206 -0.130
H -1.975 0.238 -1.546
H -1.301 -0.852 -0.357
H 0.325 -0.320 0.721
H -0.166 0.340 2.319
H 0.975 1.241 1.322
*
```

Here are the Löwdin charges for atoms 1 to 6, given in e:
1 S -0.316
2 H -0.492
3 C -0.437
4 S 0.667
5 C -0.442
6 H 0.009

Record 5
The following is a quantum chemistry calculation of C25H27BF3KN14P as an isolated structure, from the Open Molecules 2025 dataset.

The calculation puts the energy above the lowest of the compared OMol25 structures with the same formula, charge and spin at 0.0000 eV. For the HOMO energy (spin up / spin down), the calculation gives -6.530 / -8.309 eV.

```
! RIJCOSX wB97M-V def2-TZVPD def2/J DEFGRID3
* xyz 0 2
K -0.327 0.473 -0.012
C -1.619 0.191 4.583
C -0.574 0.489 3.695
N -0.564 -0.339 2.660
N -1.590 -1.204 2.865
C -2.245 -0.889 4.004
B -2.100 -2.263 1.832
N -0.948 -2.870 0.987
C -0.748 -4.190 0.780
C 0.324 -4.338 -0.068
C 0.724 -3.021 -0.333
N -0.045 -2.149 0.301
N -3.167 -1.589 0.930
C -4.511 -1.674 0.984
C -5.039 -0.729 0.131
C -3.913 -0.090 -0.401
N -2.791 -0.601 0.086
N -2.698 -3.428 2.633
C -2.118 -3.969 3.733
C -2.740 -5.162 4.002
C -3.701 -5.280 2.978
N -3.662 -4.246 2.156
H -1.875 0.686 5.503
H 0.166 1.270 3.764
H -3.104 -1.449 4.331
H -1.381 -4.936 1.231
H 0.747 -5.256 -0.438
H 1.528 -2.657 -0.955
H -4.995 -2.416 1.591
H -6.078 -0.542 -0.079
H -3.867 0.713 -1.122
H -1.304 -3.473 4.233
H -2.538 -5.842 4.811
H -4.417 -6.069 2.809
C 0.083 2.430 -4.574
N 0.339 1.196 -3.859
C -0.398 0.036 -3.950
C 0.135 -0.824 -3.038
N 1.174 -0.219 -2.375
C 1.267 0.995 -2.884
P 2.574 2.186 -2.416
C 3.240 1.461 -0.891
N 2.510 1.329 0.329
C 2.767 0.027 0.858
C 3.601 -0.588 0.016
N 3.944 0.265 -1.012
C 4.599 -0.167 -2.225
C 1.453 3.459 -1.737
N 0.251 3.249 -1.214
C -0.221 4.481 -0.854
C 0.700 5.441 -1.164
N 1.756 4.786 -1.738
C 3.027 5.387 -2.097
H -0.462 2.198 -5.486
H 1.027 2.904 -4.841
H -0.505 3.113 -3.961
H -1.223 -0.064 -4.634
H -0.173 -1.827 -2.792
H 2.293 -0.312 1.764
H 3.979 -1.595 0.061
H 5.217 -1.033 -1.997
H 5.242 0.627 -2.602
H 3.865 -0.441 -2.987
H -1.189 4.601 -0.398
H 0.693 6.510 -1.033
H 2.855 6.403 -2.446
H 3.487 4.808 -2.894
H 3.696 5.409 -1.237
F 1.190 2.427 1.799
C 2.425 2.387 1.273
F 3.272 2.230 2.301
F 2.678 3.573 0.729
*
```

Here are the Löwdin charges for atoms 1 to 6, given in e:
1 K 0.675
2 C -0.064
3 C -0.173
4 N 0.013
5 N -0.005
6 C -0.095

- energy above the lowest of the compared OMol25 structures with the same formula, charge and spin of number 3 (C3H12NO)?
  0.9932 eV